[1]
The following is a DFT calculation (the ωB97M-V functional and the def2-TZVPD basis) of C6H4BrFO in the gas phase.

Last column: natural (NBO) charge in e.
Atoms and positions in Å:
Br 1.8070 0.1014 1.6858  0.082
F 1.2650 -2.3974 0.8786  -0.317
O 1.8424 -0.7215 -1.5957  -0.450
C -0.6140 -1.0473 0.6204  -0.339
C 0.6682 -1.2056 0.9273  0.317
C 1.0819 0.1003 -1.2876  0.758
C -1.2823 0.2437 0.5711  -0.262
C -0.8353 1.2350 -0.2096  -0.144
C 0.2910 1.1258 -1.1035  -0.606
H 0.5049 1.9798 -1.7358  0.278
H -1.1753 -1.9329 0.3439  0.242
H -1.3583 2.1767 -0.2341  0.220
H -2.1950 0.3418 1.1393  0.221

Summary:
- HOMO: -8.354 eV
- SMILES: O=C=C/C=C\C=C(\F)Br

***

[2]
The following is a DFT calculation (the ωB97M-V functional and the def2-TZVPD basis) of C6H4Cl2N2 in the gas phase.

Last column: natural (NBO) charge in e.
Atoms and positions in Å:
Cl -2.2032 0.2854 0.9585  -0.066
Cl 2.0473 0.9796 1.1630  -0.055
N -0.9201 2.1819 -2.7122  -0.239
N -0.0085 -0.8530 -1.4578  -0.311
C 0.7054 -1.2206 0.7646  -0.182
C 0.4163 -1.7167 -0.4743  -0.013
C -0.7348 1.3086 -1.9963  0.229
C -0.5459 0.8311 0.3190  -0.212
C -0.3726 0.3245 -1.0794  0.125
C 0.4375 0.1451 1.2162  -0.244
H 0.1678 0.4410 2.2164  0.268
H 0.5635 -2.6301 -0.8141  0.203
H 1.1356 -1.9487 1.3241  0.222
H -0.6882 1.8720 0.5722  0.276

Summary:
- HOMO: -9.917 eV
- SMILES: N#CC1=NC=C[C@@H](Cl)[C@@H]1Cl

***

[3]
The following is a DFT calculation (the ωB97M-V functional and the def2-TZVPD basis) of a gas-phase ion, C6H4Cl2O2P (charge +1).

Last column: natural (NBO) charge in e.
Atoms and positions in Å:
Cl 5.9741 -1.4299 -0.5457  -0.176
Cl 5.3879 1.5318 0.3485  -0.198
P 4.8629 -0.3636 0.6841  1.105
O 2.4519 2.1315 -0.8596  -0.341
O 3.3643 -0.4909 -0.1555  -0.685
C 1.6934 1.3119 -0.3944  0.414
C 0.2694 1.5909 -0.1739  -0.158
C 2.1222 -0.1329 -0.1415  0.512
C -0.6303 0.5961 -0.0395  -0.221
C 1.1221 -1.1090 -0.0010  -0.329
C -0.2036 -0.7638 0.0222  0.038
H -0.9520 -1.5369 0.1346  0.254
H -1.6857 0.8167 0.0342  0.259
H -0.0137 2.6330 -0.2000  0.264
H 1.4367 -2.1325 0.1396  0.263

Summary:
- HOMO (spin up / spin down): -13.833 / -13.832 eV
- Charge: +1

***

[4]
The following is a DFT calculation (the ωB97M-V functional and the def2-TZVPD basis) of a molecular structure, C6H4F18LiN3O14S6.

Last column: natural (NBO) charge in e.
Atoms and positions in Å:
S 0.3874 1.4001 -3.1555  2.165
S -5.5039 -0.4630 1.7528  2.147
S 4.5322 0.4633 1.3191  2.197
S 6.9819 -0.4738 1.2575  2.144
S -3.6381 -1.5488 0.1667  2.195
S 0.7609 3.3548 -1.4663  2.189
F -6.1914 -1.5884 4.0469  -0.310
F 2.5526 -0.4531 2.8826  -0.320
F -2.5668 -3.1791 -1.7261  -0.338
F 1.1902 4.8807 0.6435  -0.305
F -7.8039 -1.4690 2.5592  -0.309
F 7.6719 -2.8008 0.0010  -0.329
F -6.2628 -2.9292 2.3975  -0.314
F 0.7469 2.7924 1.1255  -0.301
F 6.3672 -1.5149 -1.1490  -0.301
F -4.0441 -1.7670 -2.4684  -0.311
F -2.2260 1.9934 -3.6663  -0.298
F -1.8730 0.0756 -2.8165  -0.334
F 5.5945 -2.6600 0.5136  -0.320
F -0.8147 4.1978 0.5175  -0.323
F -1.3280 0.4207 -4.8992  -0.309
F -4.6171 -3.5493 -1.3234  -0.318
F 1.9302 0.1046 0.8583  -0.323
F 3.0697 -1.6830 1.1575  -0.329
O 7.3220 0.6562 0.4375  -0.905
O -4.3523 -0.0229 2.4992  -0.925
O 4.3942 1.7927 1.8844  -0.951
O 1.1885 0.2024 -3.2046  -0.898
O 0.0962 4.4050 -2.2076  -0.946
O -2.8720 -0.3681 -0.1687  -0.957
O -1.1224 0.7274 1.7460  -0.962
O 4.6289 0.3898 -0.1257  -0.938
O 7.9863 -0.9571 2.1839  -0.946
O 2.1835 3.2762 -1.6727  -0.916
O -6.4572 0.5917 1.5096  -0.939
O -0.4126 -1.3223 -0.9515  -0.968
O 0.7977 2.3993 -4.0932  -0.909
O -3.0159 -2.4320 1.1369  -0.950
N 5.5487 -0.3398 2.1868  -1.142
N 0.0718 1.9390 -1.5525  -1.286
N -5.2140 -1.3923 0.3360  -1.146
C -3.7344 -2.5694 -1.4656  0.744
C -1.3956 0.9704 -3.6991  0.754
C 2.9087 -0.4257 1.6035  0.722
C 0.4510 3.8262 0.3718  0.761
C -6.5215 -1.6878 2.7766  0.743
C 6.6359 -1.9541 0.0663  0.749
Li -0.5355 0.5991 -0.3177  0.894
H -1.7537 1.4384 1.9069  0.490
H -0.0659 -2.1189 -0.5375  0.494
H -0.9069 0.3869 2.6186  0.493
H -0.7692 -1.6143 -1.7961  0.495

Summary:
- HOMO: -4.939 eV
- Charge: -2

***

[5]
The following is a DFT calculation (the ωB97M-V functional and the def2-TZVPD basis) of a gas-phase ion, C6H4FO2S (charge -1).

Last column: natural (NBO) charge in e.
Atoms and positions in Å:
S -2.7562 -0.2627 -0.1460  1.526
F -1.0492 2.4378 -0.1769  -0.361
O -2.6241 -0.4635 1.3034  -1.046
O -3.0564 -1.5243 -0.8781  -1.042
C 1.8252 0.2331 0.1611  -0.212
C -0.1363 1.3641 -0.1853  0.399
C -0.0009 -1.1320 -0.1408  -0.258
C 1.1543 1.4632 0.0127  -0.346
C -0.8491 -0.0526 -0.2553  -0.247
C 1.3506 -1.0044 0.0365  -0.235
H 1.6614 2.4376 -0.0902  0.215
H -0.4598 -2.1379 -0.1010  0.225
H 2.0112 -1.7870 0.2987  0.202
H 2.9293 0.4287 0.1612  0.181

Summary:
- HOMO: -3.628 eV
- Charge: -1

***

[6]
The following is a DFT calculation (the ωB97M-V functional and the def2-TZVPD basis) of a molecular structure, C6H4FeO6.

Last column: Löwdin charge in e.
Atoms and positions in Å:
Fe 0.2390 -0.1795 -0.9106  0.373
O 0.3043 -0.2353 1.5269  0.126
O -1.6166 2.2043 -0.6191  0.340
O 2.6094 1.6915 -0.6175  0.345
O 2.0992 -2.5406 -0.6183  0.357
O -2.1302 -2.0212 -0.6138  0.350
O 0.2387 -0.1654 -3.6499  0.392
C 1.6904 0.9728 -0.6451  0.015
C 0.2389 -0.1658 -2.4829  -0.181
C 1.3882 -1.6296 -0.6524  0.018
C -1.2146 -1.3063 -0.6420  0.011
C -0.8920 1.2945 -0.6867  -0.002
C -0.8588 0.3952 2.1178  0.133
H 1.1781 0.1744 1.7276  0.192
H -0.7761 -0.0046 3.1371  0.221
H -0.7436 1.4824 2.0414  0.173
H -1.7546 0.0332 1.5876  0.135

Summary:
- Spin multiplicity: 6
- HOMO (spin up / spin down): -23.313 / -25.748 eV
- Charge: +3

***

[7]
The following is a DFT calculation (the ωB97M-V functional and the def2-TZVPD basis) of a molecular structure, C6H4LaO6.

Last column: natural (NBO) charge in e.
Atoms and positions in Å:
La 0.0238 0.6105 -0.7643  1.918
O 3.5840 -0.5023 -0.7875  -0.203
O -0.0364 3.9441 -2.3280  -0.182
O -3.5366 -0.4675 -0.7749  -0.209
O -0.3438 0.8042 1.6623  -0.840
O -0.0428 -1.5924 -3.8725  -0.225
O -0.0319 -3.0399 0.2376  -0.238
C 0.1989 -0.1119 2.6464  -0.266
C -2.4508 -0.0829 -0.8481  0.404
C -0.0074 -1.9748 -0.2137  0.406
C -0.0128 -0.8460 -2.9964  0.408
C 2.4990 -0.1015 -0.7997  0.398
C -0.0021 2.8694 -1.8994  0.384
H -0.8612 1.4914 2.1456  0.562
H 1.1506 -0.4891 2.2615  0.190
H -0.4782 -0.9666 2.7596  0.226
H 0.3476 0.4553 3.5715  0.267

Summary:
- HOMO: -23.559 eV
- Charge: +3

***

[8]
The following is a DFT calculation (the ωB97M-V functional and the def2-TZVPD basis) of C6H4N4 in the gas phase.

Last column: natural (NBO) charge in e.
Atoms and positions in Å:
N -1.2022 0.4761 1.6902  -0.122
N 1.0884 -1.1133 1.2552  -0.367
N -1.3817 1.1503 -0.4710  -0.352
N -0.7601 -0.3154 2.5742  -0.204
C -0.7213 0.4150 0.5040  0.240
C 0.3679 0.4827 -1.9493  -0.224
C -0.8075 1.1225 -1.6259  0.053
C 1.0116 -0.2281 -0.9769  -0.157
C 0.2933 -1.1687 2.3044  0.194
C 0.5326 -0.2232 0.2948  0.089
H 1.8632 -0.7561 -1.2038  0.227
H 0.6068 0.4187 -3.0243  0.231
H 0.4284 -1.9579 3.0596  0.198
H -1.3191 1.6974 -2.4314  0.193

Summary:
- HOMO: -9.367 eV
- SMILES: c1cnc2nncnc2c1

***

[9]
The following is a DFT calculation (the ωB97M-V functional and the def2-TZVPD basis) of a molecular structure, C6H4N5O4.

Last column: natural (NBO) charge in e.
Atoms and positions in Å:
O 2.2071 5.8667 -0.8028  0.012
O 3.7200 4.5732 -1.7484  0.059
O 1.9033 2.6392 1.8003  -0.297
O 2.1457 3.3559 -0.2016  -0.512
N 3.3231 2.9166 -3.0418  -0.148
N 1.1926 2.2756 -2.5166  -0.267
N 1.7459 2.5241 0.6120  0.553
N 3.0125 5.2603 -1.2563  0.837
N 2.3150 2.4919 -2.7444  0.218
C -0.2895 -0.4363 0.9282  -0.194
C 0.6428 1.0350 -1.1308  0.317
C 0.5591 0.5853 1.1827  -0.122
C 0.9588 1.4480 0.1453  -0.096
C -0.5337 -0.7945 -0.3862  -0.101
C -0.0790 -0.0659 -1.4748  -0.290
H -1.0358 -1.6725 -0.4927  0.233
H 0.8887 0.7038 2.2544  0.277
H -0.1568 -0.3167 -2.5792  0.289
H -0.6487 -1.0261 1.6522  0.232

Summary:
- HOMO: -13.310 eV
- Charge: +1

***

[10]
The following is a DFT calculation (the ωB97M-V functional and the def2-TZVPD basis) of a molecular structure, C6H4N5O5W.

Last column: natural (NBO) charge in e.
Atoms and positions in Å:
W -0.7817 0.7604 -0.8783  0.684
O 2.3523 0.9240 -1.6729  -0.245
O -1.0858 1.5699 2.2300  -0.242
O -0.8662 3.1149 -6.2460  -0.423
O -4.0237 0.7567 -1.4901  -0.198
O -0.9441 -2.4079 -1.1144  -0.246
N 0.9102 -2.4387 3.2317  -0.199
N 0.5355 -0.1036 0.7839  -0.289
N 2.0891 -0.6521 2.3243  -0.101
N 0.0868 -1.2201 1.4099  0.014
N 1.0419 -1.5213 2.2634  0.202
C 1.7492 0.2028 1.3644  0.223
C 1.1996 0.9750 -1.4545  0.558
C -2.8745 0.9075 -1.3635  0.564
C -0.9297 1.2578 1.1104  0.445
C -0.8918 -1.2503 -0.9642  0.555
C -0.8825 3.0591 -5.1073  0.433
H 0.1235 -3.0629 3.1491  0.476
H -0.8253 0.5624 -2.5770  -0.017
H 2.3586 1.0791 1.1053  0.313
H 1.6587 -2.5126 3.8959  0.491

Summary:
- Spin multiplicity: 3
- HOMO (spin up / spin down): -20.311 / -20.307 eV
- Charge: +3

***

[11]
The following is a DFT calculation (the ωB97M-V functional and the def2-TZVPD basis) of C6H4O in the gas phase.

Last column: natural (NBO) charge in e.
Atoms and positions in Å:
O -1.2304 -1.7847 -0.5242  -0.486
C -1.9775 -0.8713 -0.3200  0.449
C 1.0996 0.4514 0.2642  -0.072
C -1.5418 0.5370 0.0799  -0.594
C 2.4623 0.2320 0.2212  -0.085
C -0.0974 0.5975 0.2457  0.080
C 3.6424 0.0000 0.1390  -0.156
H -1.8764 1.2268 -0.7087  0.259
H -2.0855 0.8274 0.9886  0.256
H 4.6804 -0.2219 0.0331  0.239
H -3.0757 -0.9941 -0.4188  0.111

Summary:
- HOMO: -9.459 eV
- SMILES: C#CC#CCC=O

***

[12]
The following is a DFT calculation (the ωB97M-V functional and the def2-TZVPD basis) of a molecular structure, C6H4O.

Last column: natural (NBO) charge in e.
Atoms and positions in Å:
O 0.0496 -1.1364 0.8085  -0.466
C -0.4701 1.0652 0.4469  -0.255
C -0.6223 -1.0093 -0.4368  -0.127
C 3.1218 0.2663 0.3094  0.146
C 0.5663 0.1161 0.8323  0.436
C -1.2761 0.3326 -0.3418  -0.154
C 1.8595 0.2022 0.4779  -0.513
H -2.1352 0.6569 -0.9208  0.237
H -1.2688 -1.8866 -0.6297  0.229
H 0.5500 -0.7442 -1.0716  0.219
H -0.3747 2.1372 0.5255  0.249

Summary:
- HOMO: -9.961 eV